Record 1
# C17H53O15PS

A 13-piece molecular cluster, C17H53O15PS overall (ωB97M-V/def2-TZVPD, the OMol25 dataset).

Values from the calculation:
LUMO = -0.07033 Ha
orbital gap = 7.13 eV

Each line ends with the Löwdin charge.
CARTESIAN COORDINATES (ANGSTROEM)
C1 -2.645 -1.195 0.154  -0.01
C2 -1.236 -0.792 0.373  -0.15
C3 -0.490 0.122 -0.257  -0.25
P1 -1.023 1.153 -1.634  0.43
S1 -1.608 0.139 -3.166  0.28
C4 0.877 0.071 0.309  -0.40
O1 1.854 0.685 0.020  0.15
O2 0.905 -0.884 1.324  0.14
C5 -0.361 -1.418 1.421  -0.39
O3 -0.631 -2.222 2.254  0.16
H1 -3.098 -1.501 1.101  0.10
H2 -3.229 -0.379 -0.270  0.06
H3 -2.683 -2.049 -0.531  0.11
H4 0.055 2.034 -1.779  -0.01
H5 -2.008 1.952 -1.032  -0.01
C6 -5.505 1.274 1.425  -0.12
O4 -5.465 0.343 0.343  -0.15
H6 -4.895 2.124 1.132  0.06
H7 -6.516 1.627 1.636  0.08
H8 -5.081 0.835 2.331  0.08
H9 -5.989 -0.432 0.566  0.09
C7 2.451 -0.886 -4.137  -0.17
O5 1.532 0.081 -4.613  -0.15
H10 1.862 -1.635 -3.609  0.07
H11 2.989 -1.383 -4.949  0.08
H12 3.179 -0.460 -3.440  0.07
H13 2.015 0.760 -5.093  0.08
C8 0.605 -4.130 5.405  -0.16
O6 1.207 -2.943 4.917  -0.13
H14 1.023 -4.313 6.393  0.08
H15 -0.480 -4.031 5.501  0.08
H16 0.825 -4.995 4.773  0.07
H17 0.844 -2.765 4.042  0.04
C9 -6.628 1.558 -2.924  -0.16
O7 -5.322 1.397 -2.399  -0.14
H18 -6.524 1.965 -3.928  0.06
H19 -7.162 0.605 -2.995  0.08
H20 -7.229 2.254 -2.331  0.08
H21 -5.410 1.043 -1.504  0.03
C10 5.422 0.924 -0.392  -0.15
O8 4.997 1.158 0.945  -0.14
H22 6.361 1.451 -0.545  0.07
H23 5.588 -0.141 -0.578  0.08
H24 4.684 1.301 -1.106  0.07
H25 4.163 0.690 1.058  0.05
C11 1.282 -4.785 0.773  -0.14
O9 -0.112 -4.705 0.505  -0.12
H26 1.709 -5.413 -0.006  0.06
H27 1.764 -3.803 0.736  0.08
H28 1.492 -5.246 1.741  0.08
H29 -0.514 -4.158 1.187  0.04
C12 1.805 -6.194 -3.053  -0.17
O10 0.404 -6.101 -3.243  -0.12
H30 2.196 -6.802 -3.866  0.08
H31 2.290 -5.214 -3.088  0.07
H32 2.053 -6.684 -2.106  0.07
H33 0.029 -5.575 -2.530  0.07
C13 -2.339 3.543 2.266  -0.14
O11 -3.683 4.007 2.187  -0.13
H34 -2.215 2.834 1.447  0.06
H35 -1.622 4.355 2.126  0.08
H36 -2.121 3.037 3.208  0.07
H37 -3.837 4.651 2.884  0.08
C14 8.262 1.415 1.884  -0.17
O12 9.261 1.195 0.894  -0.13
H38 7.652 2.246 1.539  0.07
H39 7.614 0.545 2.008  0.07
H40 8.702 1.681 2.850  0.08
H41 9.810 0.458 1.175  0.07
C15 0.425 1.085 4.030  -0.14
O13 -0.249 2.095 4.769  -0.12
H42 0.773 1.553 3.110  0.07
H43 1.292 0.692 4.565  0.09
H44 -0.237 0.252 3.773  0.07
H45 -0.559 1.711 5.594  0.08
C16 1.896 4.526 0.720  -0.15
O14 1.735 3.630 -0.369  -0.14
H46 1.570 5.506 0.375  0.08
H47 1.284 4.243 1.582  0.07
H48 2.939 4.598 1.038  0.08
H49 2.016 2.757 -0.076  0.03
C17 -4.417 2.273 -6.046  -0.18
O15 -3.112 2.114 -5.528  -0.15
H50 -4.316 2.706 -7.040  0.08
H51 -4.945 1.318 -6.138  0.08
H52 -5.023 2.952 -5.437  0.07
H53 -3.172 1.715 -4.652  -0.01

***

Record 2
# C17H54O10

A 10-piece molecular cluster, C17H54O10 overall (ωB97M-V/def2-TZVPD, the OMol25 dataset).

Values from the calculation:
net charge = +1
multiplicity = 2
energy above the lowest of the compared OMol25 structures with the same formula, charge and spin = 0.0000 eV
LUMO (alpha / beta) = -0.07707 / -0.31312 Ha
orbital gap (alpha / beta) = 9.34 / 2.92 eV

Each line ends with the Löwdin spin population.
CARTESIAN COORDINATES (ANGSTROEM)
C1 -4.169 0.925 -0.043  0.00
C2 -4.315 2.391 0.518  0.00
O1 -4.483 2.463 1.864  0.00
H1 -5.089 0.381 0.170  0.00
H2 -3.299 0.342 0.258  0.00
H3 -3.987 0.872 -1.117  0.00
H4 -5.048 2.885 -0.119  0.00
H5 -3.428 2.956 0.233  0.00
H6 -4.377 3.397 2.061  0.00
C3 4.069 4.601 -3.544  0.00
C4 4.009 3.458 -2.603  0.00
O2 3.026 3.550 -1.647  0.00
H7 4.137 5.543 -2.999  0.00
H8 3.094 4.624 -4.031  0.00
H9 4.862 4.591 -4.291  0.00
H10 5.004 3.398 -2.164  0.00
H11 3.927 2.520 -3.153  0.00
H12 3.229 2.877 -0.992  0.00
C5 0.021 1.662 1.555  0.00
C6 0.475 0.633 0.559  0.00
O3 -0.537 -0.331 0.335  0.00
H13 -0.837 2.295 1.330  0.00
H14 0.756 2.447 1.737  0.00
H15 -0.020 1.169 2.527  0.00
H16 1.287 0.053 0.997  0.00
H17 0.973 1.088 -0.298  0.00
H18 -0.866 -0.253 -0.564  0.00
C7 2.091 -1.399 -2.109  0.00
C8 2.966 -0.286 -2.668  0.00
O4 3.475 -0.761 -3.968  0.00
H19 2.742 -2.173 -1.704  0.00
H20 1.426 -1.981 -2.748  0.00
H21 1.570 -1.194 -1.174  0.00
H22 3.774 -0.101 -1.959  0.00
H23 2.315 0.564 -2.871  0.00
H24 4.330 -1.176 -3.828  0.00
C9 0.868 -1.449 4.175  0.00
C10 1.630 -2.785 4.512  0.00
O5 2.575 -3.016 3.528  0.00
H25 0.035 -1.286 4.859  0.00
H26 0.451 -1.569 3.175  0.00
H27 1.625 -0.666 4.117  0.00
H28 1.016 -3.620 4.846  0.00
H29 2.368 -2.672 5.306  0.00
H30 3.287 -2.372 3.548  0.00
C11 -3.792 -3.953 1.469  0.00
C12 -3.032 -2.719 0.904  0.00
O6 -1.771 -2.819 1.464  0.00
H31 -3.382 -4.948 1.296  0.00
H32 -4.765 -3.970 0.978  0.00
H33 -4.009 -3.818 2.528  0.00
H34 -3.576 -1.778 0.988  0.00
H35 -2.914 -2.837 -0.173  0.00
H36 -1.380 -1.952 1.330  0.00
C13 -2.089 4.229 -2.704  0.00
C14 -0.889 4.307 -1.886  0.00
O7 -0.079 3.195 -2.211  0.00
H37 -2.757 5.089 -2.643  0.00
H38 -2.798 3.441 -2.450  0.00
H39 -1.951 3.993 -3.759  0.00
H40 -1.129 4.142 -0.835  0.00
H41 -0.452 5.305 -1.875  0.00
H42 0.828 3.507 -2.179  0.00
O8 -1.189 0.349 -2.231  0.00
H43 -0.714 0.075 -3.015  0.00
H44 -1.062 1.297 -2.193  0.00
O9 -2.877 4.741 2.158  0.00
H45 -2.033 4.384 2.434  0.00
H46 -2.690 5.652 1.933  0.00
C15 1.714 -6.030 1.030  0.01
C16 0.808 -4.787 1.025  0.15
C17 1.435 -3.622 0.226  0.11
O10 -0.538 -5.054 0.638  0.61
H47 1.185 -6.915 1.381  0.00
H48 2.604 -5.950 1.654  0.00
H49 1.982 -6.281 0.003  0.01
H50 0.753 -4.480 2.070  0.07
H51 2.494 -3.435 0.406  0.01
H52 0.876 -2.727 0.498  0.00
H53 1.260 -3.945 -0.801  0.01
H54 -1.029 -4.281 0.926  0.01

***

Record 3
# C17H54O17

A 10-piece molecular cluster, C17H54O17 overall (ωB97M-V/def2-TZVPD, the OMol25 dataset).

Values from the calculation:
energy above the lowest of the compared OMol25 structures with the same formula, charge and spin = 0.0000 eV
LUMO = 0.00093 Ha
orbital gap = 9.37 eV
structure (SMILES) = OCCO.OCCO.OCCO.OCCO.OCCO.OCCO.OCCO.CO.CO.CO

Each line ends with the Löwdin charge.
CARTESIAN COORDINATES (ANGSTROEM)
C1 0.256 -3.443 3.828  -0.23
C2 0.013 -2.605 2.584  -0.25
O1 -1.036 -3.175 1.815  -0.08
O2 0.760 -4.736 3.509  -0.06
H1 -0.619 -3.546 4.463  0.13
H2 1.042 -2.912 4.382  0.10
H3 0.934 -2.486 1.995  0.11
H4 -0.291 -1.596 2.888  0.10
H5 -1.054 -2.722 0.945  0.03
H6 1.523 -4.641 2.935  0.07
C3 -4.351 1.094 3.557  -0.22
C4 -4.747 0.831 2.118  -0.22
O3 -3.933 -0.161 1.502  -0.08
O4 -4.392 -0.134 4.305  -0.06
H7 -5.001 1.791 4.084  0.12
H8 -3.346 1.525 3.590  0.12
H9 -4.575 1.765 1.578  0.12
H10 -5.788 0.513 2.035  0.13
H11 -4.040 -0.970 2.021  0.09
H12 -3.483 -0.434 4.406  0.09
C5 -2.589 -2.043 -1.390  -0.22
C6 -3.631 -2.891 -0.665  -0.23
O5 -3.253 -4.257 -0.616  -0.06
O6 -1.368 -2.146 -0.676  -0.10
H13 -2.926 -0.998 -1.404  0.11
H14 -2.498 -2.317 -2.445  0.13
H15 -4.577 -2.794 -1.190  0.12
H16 -3.664 -2.511 0.362  0.10
H17 -2.369 -4.271 -0.222  0.07
H18 -0.647 -1.922 -1.308  0.06
C7 1.876 0.954 3.955  -0.25
C8 0.642 1.839 3.940  -0.23
O7 0.123 2.012 5.264  -0.07
O8 1.516 -0.380 4.234  -0.08
H19 2.609 1.344 4.680  0.12
H20 2.386 0.992 2.982  0.10
H21 -0.171 1.413 3.363  0.09
H22 0.954 2.812 3.544  0.12
H23 0.791 2.476 5.776  0.08
H24 2.232 -0.993 3.975  0.03
C9 0.367 1.124 -0.258  -0.21
C10 -0.840 0.875 0.597  -0.20
O9 -1.994 1.078 -0.223  -0.09
O10 1.548 0.859 0.522  -0.08
H25 0.412 2.152 -0.642  0.11
H26 0.355 0.489 -1.151  0.11
H27 -0.856 1.527 1.477  0.11
H28 -0.866 -0.156 0.962  0.11
H29 -2.757 0.813 0.316  0.06
H30 2.182 0.562 -0.146  0.02
C11 0.316 1.153 -4.726  -0.21
C12 -0.875 1.810 -5.414  -0.22
O11 -0.768 1.618 -6.825  -0.06
O12 0.281 -0.276 -4.899  -0.08
H31 0.247 1.291 -3.645  0.11
H32 1.233 1.607 -5.109  0.12
H33 -0.850 2.874 -5.197  0.12
H34 -1.790 1.343 -5.045  0.13
H35 -1.062 0.725 -7.029  0.08
H36 0.562 -0.399 -5.816  0.10
C13 4.337 1.827 -3.491  -0.25
C14 3.449 1.844 -2.256  -0.23
O13 3.707 0.741 -1.400  -0.08
O14 4.199 3.074 -4.149  -0.06
H37 3.999 0.994 -4.118  0.12
H38 5.373 1.670 -3.175  0.12
H39 2.398 1.843 -2.547  0.11
H40 3.580 2.801 -1.739  0.13
H41 4.391 1.021 -0.782  0.11
H42 4.800 3.068 -4.900  0.09
C15 3.913 -1.652 2.076  -0.12
O15 3.532 -2.060 3.394  -0.13
H43 3.728 -2.429 1.330  0.08
H44 3.453 -0.724 1.750  0.06
H45 4.999 -1.509 2.064  0.08
H46 4.185 -2.723 3.636  0.10
C16 -1.854 3.951 -1.825  -0.17
O16 -2.953 3.061 -1.972  -0.14
H47 -1.005 3.612 -2.429  0.06
H48 -2.134 4.930 -2.212  0.08
H49 -1.554 4.028 -0.779  0.08
H50 -2.776 2.372 -1.302  0.03
C17 1.938 -1.925 -2.031  -0.11
O17 0.605 -1.713 -2.517  -0.14
H51 2.152 -1.415 -1.089  0.06
H52 2.047 -2.977 -1.737  0.09
H53 2.639 -1.686 -2.827  0.09
H54 0.699 -1.371 -3.421  0.05

***

Record 4
# C17H56O21P4

A 9-piece molecular cluster, C17H56O21P4 overall (ωB97M-V/def2-TZVPD, the OMol25 dataset).

Values from the calculation:
net charge = -1
multiplicity = 2
LUMO (alpha / beta) = 0.07311 / 0.07094 Ha
orbital gap (alpha / beta) = 1.58 / 8.95 eV

Each line ends with the Löwdin spin population.
CARTESIAN COORDINATES (ANGSTROEM)
C1 0.174 -0.342 -0.849  0.01
O1 0.318 1.062 -0.570  0.01
H1 0.816 -0.920 -0.184  0.00
H2 -0.875 -0.612 -0.723  0.00
H3 0.402 -0.564 -1.892  0.00
H4 -0.381 1.550 -1.010  0.01
C2 -0.319 5.189 -0.339  0.03
O2 -0.928 4.217 0.454  0.02
H5 -0.966 5.454 -1.175  0.02
H6 -0.159 6.137 0.175  0.00
H7 0.609 4.810 -0.766  0.00
H8 -1.260 3.515 -0.110  0.00
C3 -3.121 1.916 -0.867  0.08
O3 -1.993 2.514 -1.400  0.13
H9 -2.837 1.103 -0.199  0.01
H10 -3.629 2.612 -0.199  0.01
H11 -3.810 1.617 -1.658  0.02
H12 -2.328 3.156 -2.030  0.10
C4 -1.776 0.029 -3.905  0.03
O4 -2.024 -1.235 -3.357  0.01
H13 -2.268 0.134 -4.871  0.01
H14 -2.240 0.801 -3.291  0.01
H15 -0.721 0.276 -4.026  0.01
H16 -2.962 -1.377 -3.205  0.00
C5 0.858 3.029 -3.748  0.06
O5 1.665 3.825 -4.521  0.01
H17 -0.158 3.338 -3.996  0.04
H18 1.038 1.960 -3.862  0.01
H19 1.044 3.329 -2.717  0.00
H20 2.572 3.856 -4.206  0.01
C6 -7.488 -2.351 -1.857  0.01
O6 -6.330 -2.062 -2.673  0.00
P1 -5.660 -0.540 -2.612  0.01
O7 -6.444 0.445 -1.795  0.02
O8 -4.229 -0.942 -1.976  0.00
C7 -4.157 -1.463 -0.596  0.01
O9 -5.321 -0.181 -4.175  0.01
C8 -5.573 1.005 -4.851  0.10
H21 -8.463 -2.485 -2.324  0.00
H22 -7.628 -1.662 -1.023  0.00
H23 -7.367 -3.383 -1.528  0.00
H24 -4.580 -2.461 -0.487  0.00
H25 -4.536 -0.760 0.146  0.00
H26 -3.092 -1.499 -0.366  0.00
H27 -4.635 1.461 -5.167  0.04
H28 -6.096 1.688 -4.181  0.02
H29 -6.293 0.975 -5.668  0.01
C9 4.822 5.542 3.473  0.00
O10 3.690 4.738 3.877  0.00
P2 2.598 4.173 2.840  0.00
O11 1.814 5.185 2.049  0.00
O12 3.649 3.207 2.054  0.00
C10 3.381 2.734 0.733  0.01
O13 1.672 3.030 3.609  0.00
C11 0.676 2.399 2.941  0.01
H30 4.789 6.464 4.053  0.00
H31 4.926 5.928 2.459  0.00
H32 5.725 4.933 3.516  0.00
H33 4.322 2.993 0.247  0.00
H34 2.621 3.207 0.112  0.00
H35 3.106 1.680 0.687  0.00
H36 0.688 2.676 1.887  0.00
H37 -0.283 2.781 3.290  0.00
H38 0.617 1.311 2.922  0.00
C12 -2.284 -6.773 5.003  0.00
O14 -1.995 -6.325 3.668  0.00
P3 -1.655 -4.660 3.511  0.00
O15 -2.772 -3.790 3.933  0.00
O16 -0.277 -4.525 4.331  0.00
C13 0.844 -3.896 3.813  0.00
O17 -1.180 -4.477 1.950  0.00
C14 -1.763 -3.382 1.270  0.00
H39 -1.375 -7.043 5.540  0.00
H40 -3.038 -7.559 5.054  0.00
H41 -2.698 -6.027 5.681  0.00
H42 1.399 -3.370 4.590  0.00
H43 0.565 -3.169 3.050  0.00
H44 1.593 -4.570 3.397  0.00
H45 -1.043 -2.872 0.630  0.00
H46 -2.268 -2.652 1.903  0.00
H47 -2.371 -3.894 0.524  0.00
C15 5.680 -0.952 2.148  0.00
O18 5.856 -2.277 1.739  0.00
P4 5.382 -2.612 0.243  0.00
O19 5.513 -3.982 -0.136  0.00
O20 6.242 -1.538 -0.657  0.00
C16 7.664 -1.716 -0.610  0.00
O21 3.909 -1.993 0.021  0.00
C17 3.444 -1.977 -1.323  0.01
H48 5.004 -1.076 2.994  0.00
H49 5.276 -0.320 1.357  0.00
H50 6.575 -0.476 2.548  0.00
H51 8.095 -1.411 -1.563  0.00
H52 7.919 -2.767 -0.474  0.00
H53 8.149 -1.030 0.084  0.00
H54 4.007 -2.707 -1.904  0.00
H55 3.502 -0.929 -1.616  0.01
H56 2.441 -2.400 -1.264  0.00

***

Record 5
# C17H60N10O13

A 13-piece molecular cluster, C17H60N10O13 overall (ωB97M-V/def2-TZVPD, the OMol25 dataset).

Values from the calculation:
energy above the lowest of the compared OMol25 structures with the same formula, charge and spin = 8.0628 eV
LUMO = -0.01850 Ha
orbital gap = 7.55 eV

Each line ends with the Löwdin charge.
CARTESIAN COORDINATES (ANGSTROEM)
C1 0.956 -0.951 -0.106  -0.07
C2 0.489 0.213 0.672  -0.35
O1 -0.666 0.651 0.115  -0.05
H1 0.272 -1.731 -0.232  0.03
H2 1.865 -1.321 0.286  0.08
H3 1.132 -0.639 -1.170  0.08
H4 1.367 0.901 0.822  0.11
H5 0.278 -0.114 1.702  0.08
H6 -0.779 1.534 0.348  0.01
C3 1.869 -2.342 -4.881  -0.04
C4 1.097 -1.121 -4.301  -0.36
O2 0.233 -1.618 -3.408  -0.12
H7 2.463 -1.866 -5.601  0.05
H8 1.092 -2.916 -5.397  0.08
H9 2.572 -2.693 -4.085  0.10
H10 0.611 -0.580 -5.062  0.09
H11 1.777 -0.374 -3.803  0.12
H12 -0.190 -0.829 -3.081  0.05
C5 3.628 1.626 -1.604  -0.07
C6 2.614 2.784 -1.806  -0.29
O3 2.063 2.675 -3.109  -0.12
H13 4.398 1.684 -2.343  0.06
H14 3.247 0.598 -1.452  0.06
H15 4.000 1.689 -0.552  0.07
H16 3.158 3.719 -1.722  0.11
H17 1.866 2.662 -1.044  0.06
H18 2.593 3.099 -3.828  0.13
C7 2.400 2.395 2.944  -0.10
C8 3.008 3.652 2.401  -0.26
O4 2.462 3.876 1.088  -0.12
H19 2.846 2.353 3.944  0.10
H20 2.615 1.574 2.246  0.08
H21 1.383 2.361 3.052  0.01
H22 4.085 3.549 2.314  0.12
H23 2.728 4.515 3.049  0.13
H24 2.320 4.850 1.017  0.13
C9 -1.551 1.957 3.766  -0.61
O5 -1.491 0.594 3.559  -0.09
N1 -0.787 2.678 4.566  0.17
N2 -2.273 2.683 3.034  0.13
H25 -0.243 2.182 5.307  0.15
H26 -0.902 3.686 4.638  0.12
H27 -2.895 2.143 2.364  0.11
H28 -2.202 3.717 2.921  0.16
C10 -2.115 -2.658 2.628  -0.60
O6 -2.664 -3.998 2.654  -0.18
N3 -2.038 -1.839 1.668  0.20
N4 -1.628 -2.113 3.712  0.15
H29 -2.365 -2.293 0.785  0.10
H30 -1.341 -1.170 1.515  0.06
H31 -1.451 -2.695 4.516  0.12
H32 -1.416 -1.135 3.632  0.03
C11 -0.254 -4.788 -2.542  -0.58
O7 -0.682 -6.123 -2.245  -0.15
N5 0.323 -3.922 -1.666  0.13
N6 -0.593 -4.185 -3.598  0.17
H33 0.647 -4.446 -0.827  0.10
H34 0.743 -3.009 -1.961  0.11
H35 -0.880 -4.771 -4.377  0.14
H36 -0.283 -3.223 -3.807  0.07
C12 -1.328 1.149 -3.435  -0.60
O8 -2.541 0.709 -3.043  -0.08
N7 -0.998 1.553 -4.636  0.18
N8 -0.306 1.237 -2.553  0.18
H37 -1.812 1.395 -5.240  0.13
H38 -0.160 1.754 -5.110  0.10
H39 -0.541 0.941 -1.611  0.06
H40 0.529 1.798 -2.731  0.07
C13 -0.764 3.735 0.030  -0.64
O9 -0.071 4.321 -1.008  -0.09
N9 -0.198 3.374 1.074  0.18
N10 -2.047 3.406 0.050  0.18
H41 0.785 3.472 1.142  0.05
H42 -0.741 3.029 1.905  0.10
H43 -2.651 3.660 -0.744  0.14
H44 -2.490 2.934 0.827  0.06
C14 1.741 -0.582 3.915  -0.15
O10 1.405 -1.838 4.522  -0.12
H45 0.883 0.011 4.079  0.03
H46 1.819 -0.714 2.848  0.05
H47 2.691 -0.107 4.389  0.12
H48 0.515 -2.043 4.256  0.01
C15 -4.005 1.067 -0.099  -0.16
O11 -4.084 1.429 1.233  -0.11
H49 -3.184 0.419 -0.448  0.06
H50 -3.995 1.933 -0.708  0.06
H51 -4.773 0.390 -0.398  0.09
H52 -4.840 0.986 1.623  0.11
C16 1.089 -4.074 1.967  -0.12
O12 1.158 -5.107 0.969  -0.13
H53 0.822 -4.553 2.890  0.08
H54 0.190 -3.514 1.658  0.06
H55 1.940 -3.408 2.088  0.08
H56 0.304 -5.540 0.952  0.09
C17 -2.526 -2.103 -1.526  -0.17
O13 -2.249 -3.274 -0.797  -0.17
H57 -2.602 -2.195 -2.650  0.10
H58 -1.726 -1.423 -1.193  0.05
H59 -3.378 -1.647 -1.055  0.06
H60 -1.374 -3.719 -1.089  0.07

***

| no. | F_max (eV/Å) |
| --- | --- |
| 1 | 0.7 |
| 2 | 3.8 |
| 3 | 1.7 |
| 4 | 5.1 |
| 5 | 9.9 |